A single C19H21N3O3 molecule, computed with ωB97M-V/def2-TZVPD.

Last columns: bonded neighbours and bond lengths (Å).
Element x y z (Å)
1 C -0.363 6.375 -0.823  C2 1.524, H26 1.087, H27 1.087, H28 1.088
2 C 0.928 5.689 -1.255  C1 1.524, C3 1.529, H29 1.091, H30 1.092
3 C 0.706 4.273 -1.791  C2 1.529, C4 1.526, H31 1.092, H32 1.091
4 C 0.340 3.274 -0.698  C3 1.526, O5 1.415, H33 1.099, H34 1.097
5 O 1.445 3.168 0.179  C4 1.415, C6 1.354
6 C 1.355 2.375 1.273  O5 1.354, C7 1.395, C25 1.393
7 C 2.470 2.360 2.112  C6 1.395, C8 1.379, H35 1.078
8 C 2.468 1.579 3.248  C7 1.379, C9 1.382, H36 1.079
9 C 1.367 0.809 3.574  C8 1.382, C10 1.390, H37 1.077
10 C 0.254 0.822 2.742  C9 1.390, O11 1.377, C25 1.389
11 O -0.793 0.020 3.135  C10 1.377, C12 1.404
12 C -1.989 0.080 2.401  O11 1.404, C13 1.528, H38 1.096, H39 1.097
13 C -1.893 -0.559 1.016  C12 1.528, O14 1.215, N15 1.355
14 O -2.609 -0.232 0.091  C13 1.215
15 N -0.954 -1.534 0.950  C13 1.355, C16 1.380, H40 1.013
16 C -0.673 -2.309 -0.156  N15 1.380, N17 1.302, N24 1.362
17 N 0.237 -3.240 -0.157  C16 1.302, C18 1.375
18 C 0.189 -3.776 -1.422  N17 1.375, C19 1.389, C23 1.417
19 C 0.931 -4.804 -1.991  C18 1.389, C20 1.380, H41 1.078
20 C 0.659 -5.139 -3.301  C19 1.380, C21 1.396, H42 1.080
21 C -0.322 -4.478 -4.042  C20 1.396, C22 1.382, H43 1.080
22 C -1.070 -3.452 -3.497  C21 1.382, C23 1.384, H44 1.079
23 C -0.804 -3.111 -2.183  C18 1.417, C22 1.384, N24 1.374
24 N -1.338 -2.169 -1.336  C16 1.362, C23 1.374, H45 1.010
25 C 0.244 1.597 1.590  C6 1.393, C10 1.389, H46 1.077
26 H -0.157 7.396 -0.510  C1 1.087
27 H -0.825 5.856 0.013  C1 1.087
28 H -1.074 6.406 -1.646  C1 1.088
29 H 1.619 5.638 -0.413  C2 1.091
30 H 1.398 6.285 -2.040  C2 1.092
31 H -0.090 4.277 -2.537  C3 1.092
32 H 1.624 3.925 -2.269  C3 1.091
33 H 0.120 2.296 -1.149  C4 1.099
34 H -0.548 3.612 -0.150  C4 1.097
35 H 3.320 2.966 1.846  C7 1.078
36 H 3.334 1.570 3.892  C8 1.079
37 H 1.347 0.196 4.461  C9 1.077
38 H -2.719 -0.493 2.984  C12 1.096
39 H -2.363 1.106 2.298  C12 1.097
40 H -0.392 -1.731 1.770  N15 1.013
41 H 1.687 -5.314 -1.418  C19 1.078
42 H 1.217 -5.935 -3.772  C20 1.080
43 H -0.500 -4.776 -5.064  C21 1.080
44 H -1.830 -2.940 -4.068  C22 1.079
45 H -2.078 -1.502 -1.496  N24 1.010
46 H -0.613 1.594 0.936  C25 1.077

Values from the calculation:
HOMO-LUMO gap, eV: 8.84
E, eV: -30657.6746
SMILES: CCCCOc1cccc(OCC(=O)Nc2nc3ccccc3[nH]2)c1
HOMO, eV: -8.21